1.
180
Properties=species:S:1:pos:R:3:lowdin_charge:R:1 method="wB97M-V/def2-TZVPD" de_lowest_kj_mol=144.85 smiles=COCCNCCOC.COCCNCCOC.COCCNCCOC.COCCNCCOC.COCCNCCOC.COCCNCCOC.CCO.CCO.CCO.CCO e_lumo_ha=0.014 fmax_ev_per_a=3.33 gap_ev=8.462 charge=0 e_homo_ev=-8.08 mol_weight_g_mol=983.4
O 25.833 10.977 15.218 -0.20
O 11.156 14.542 15.422 -0.19
O 21.647 17.769 19.771 -0.17
O 20.070 11.236 12.248 -0.08
O 17.028 18.643 20.772 -0.20
O 22.190 8.579 18.596 -0.18
O 16.900 14.265 12.572 -0.23
O 18.659 12.506 17.805 -0.09
O 17.821 15.564 23.769 -0.20
O 16.385 17.542 15.692 -0.22
O 14.834 11.184 16.173 -0.25
O 15.827 10.407 10.144 -0.21
O 24.325 15.889 16.852 -0.21
O 21.219 20.735 14.819 -0.07
O 21.949 12.013 21.462 -0.18
O 22.072 16.501 13.707 -0.07
N 20.834 16.070 22.024 -0.07
N 14.097 13.330 14.749 -0.04
N 13.933 10.741 13.412 -0.06
N 15.358 19.065 18.306 -0.04
N 23.788 12.954 15.969 -0.04
N 20.800 11.152 18.811 -0.06
C 26.481 9.735 15.097 -0.11
C 22.273 9.600 17.595 -0.21
C 15.305 18.412 15.856 -0.22
C 17.108 17.709 14.515 -0.11
C 14.742 10.093 12.367 -0.17
C 21.472 15.562 12.944 -0.36
C 25.768 11.665 16.474 -0.20
C 21.005 10.461 17.556 -0.19
C 25.250 13.060 16.169 -0.19
C 13.694 14.584 15.385 -0.18
C 17.525 19.291 19.616 -0.22
C 21.084 16.482 19.638 -0.20
C 12.349 14.391 16.185 -0.21
C 13.616 9.896 14.567 -0.16
C 21.014 19.349 14.743 -0.31
C 19.254 11.584 14.475 -0.04
C 15.509 13.481 14.269 -0.18
C 17.284 14.844 11.365 -0.13
C 21.995 12.748 22.687 -0.09
C 15.801 11.341 17.180 -0.08
C 16.826 14.584 24.022 -0.10
C 16.803 18.605 18.431 -0.16
C 20.155 15.054 13.535 -0.05
C 17.516 19.176 21.996 -0.11
C 24.695 16.801 15.808 -0.09
C 23.057 15.256 16.668 -0.19
C 20.063 16.234 23.249 -0.18
C 23.379 7.940 18.973 -0.11
C 15.263 11.079 11.263 -0.21
C 19.070 13.903 17.775 -0.27
C 19.118 15.082 23.476 -0.22
C 20.160 18.874 15.915 -0.08
C 21.692 12.869 20.348 -0.20
C 14.679 18.296 17.270 -0.21
C 18.103 14.646 16.866 -0.08
C 14.766 9.916 15.670 -0.22
C 9.961 14.293 16.168 -0.09
C 16.168 11.255 9.030 -0.08
C 18.897 11.221 12.987 -0.30
C 21.899 12.069 19.049 -0.18
C 15.560 14.316 13.016 -0.20
C 22.546 18.084 18.766 -0.11
C 20.068 16.246 20.810 -0.18
C 23.098 14.159 15.583 -0.20
H 15.332 15.364 13.207 0.11
H 18.226 11.964 12.557 0.08
H 23.316 17.335 18.581 0.08
H 12.462 13.439 16.703 0.11
H 22.062 13.919 15.340 0.10
H 13.979 12.603 15.440 0.06
H 17.278 20.352 19.645 0.12
H 18.587 19.362 22.080 0.08
H 20.173 17.786 15.966 0.06
H 20.099 14.030 17.440 0.09
H 16.544 14.769 10.568 0.09
H 20.432 19.355 16.855 0.07
H 14.436 11.708 10.932 0.12
H 21.848 15.705 19.613 0.10
H 13.477 15.410 14.708 0.11
H 18.419 11.533 15.174 0.05
H 16.779 17.060 13.704 0.07
H 26.270 9.338 14.104 0.09
H 22.826 13.440 22.548 0.08
H 16.040 12.621 13.862 0.11
H 14.422 14.938 16.115 0.10
H 19.003 14.437 18.723 0.08
H 20.275 14.808 14.590 0.05
H 23.986 8.564 19.628 0.09
H 17.127 18.484 22.742 0.09
H 21.173 15.980 11.983 0.11
H 20.543 16.397 18.696 0.11
H 19.649 12.590 14.615 0.05
H 13.716 18.783 17.115 0.11
H 14.870 18.758 19.135 0.10
H 20.744 10.502 19.581 0.13
H 25.522 13.769 16.951 0.12
H 22.807 16.830 13.184 0.10
H 14.572 18.239 15.069 0.12
H 23.155 10.216 17.772 0.08
H 15.597 9.562 12.788 0.10
H 25.820 13.418 15.312 0.12
H 10.170 14.201 17.234 0.08
H 20.798 16.396 24.037 0.12
H 14.498 17.256 17.541 0.11
H 20.171 9.770 17.429 0.13
H 17.097 13.920 24.843 0.08
H 9.710 13.274 15.875 0.08
H 22.036 18.260 17.819 0.07
H 17.095 14.461 17.236 0.07
H 21.789 20.926 15.568 0.08
H 16.890 17.526 18.552 0.11
H 16.621 10.605 8.281 0.09
H 21.055 11.078 16.658 0.10
H 16.782 11.224 16.720 0.07
H 23.639 12.264 15.247 0.11
H 25.191 16.241 15.015 0.08
H 15.828 14.973 24.226 0.09
H 23.085 18.965 19.114 0.10
H 15.706 12.370 17.528 0.09
H 12.363 15.115 17.000 0.11
H 16.184 13.835 15.048 0.10
H 19.082 14.445 22.592 0.11
H 20.471 10.364 12.252 0.09
H 21.179 13.463 22.792 0.05
H 25.365 17.549 16.233 0.09
H 22.832 11.538 19.237 0.11
H 22.214 12.204 23.606 0.09
H 17.187 18.752 14.208 0.10
H 19.367 15.803 13.471 0.06
H 27.556 9.897 15.019 0.08
H 14.061 9.397 11.878 0.12
H 14.226 11.634 13.782 0.04
H 15.724 10.733 18.081 0.10
H 23.877 17.398 15.405 0.06
H 16.857 13.966 23.125 0.08
H 22.765 14.921 17.663 0.10
H 25.072 11.216 17.182 0.10
H 22.400 13.698 20.314 0.11
H 14.985 13.824 12.232 0.12
H 16.963 11.892 9.419 0.08
H 20.002 10.882 14.845 0.05
H 19.104 19.129 15.828 0.05
H 23.552 14.509 14.656 0.11
H 14.471 9.271 16.498 0.12
H 18.103 17.308 14.709 0.06
H 26.253 9.025 15.891 0.08
H 17.360 15.929 11.443 0.07
H 18.601 19.189 19.478 0.11
H 22.323 15.936 16.235 0.10
H 22.190 14.802 12.638 0.11
H 15.729 9.649 15.236 0.12
H 19.764 14.224 12.945 0.07
H 22.049 12.738 18.202 0.10
H 19.372 11.961 18.146 0.00
H 20.531 19.171 13.782 0.12
H 18.314 14.634 11.078 0.09
H 18.109 14.294 15.834 0.05
H 19.419 15.389 20.625 0.10
H 20.689 13.288 20.423 0.11
H 16.060 11.723 11.634 0.09
H 21.995 18.874 14.753 0.09
H 13.357 8.869 14.310 0.11
H 26.757 11.740 16.925 0.12
H 23.166 6.975 19.435 0.09
H 17.080 20.164 22.141 0.08
H 9.185 14.997 15.867 0.09
H 15.754 19.394 15.706 0.12
H 24.015 7.775 18.104 0.08
H 17.293 18.850 17.488 0.09
H 19.449 17.143 20.794 0.11
H 19.442 14.578 24.386 0.12
H 19.623 17.218 23.087 0.11
H 15.301 11.821 8.692 0.09
H 18.294 15.706 16.699 0.06
H 18.426 10.252 12.822 0.11
H 12.728 10.342 15.013 0.11
H 21.554 16.772 21.932 0.11
H 22.371 9.151 16.606 0.12

2.
184
Properties=species:S:1:pos:R:3:lowdin_charge:R:1 method="wB97M-V/def2-TZVPD" de_lowest_kj_mol=172.53 smiles=COC[C@H](C)N.COC[C@H](C)N.COC[C@H](C)N.COC[C@H](C)N.COC[C@H](C)N.COC[C@H](C)N.COC[C@H](C)N.COC[C@H](C)N.COCCNCCOC.COCCNCCOC e_lumo_ha=0.012 fmax_ev_per_a=3.49 gap_ev=8.777 charge=0 e_homo_ev=-8.45 mol_weight_g_mol=979.5
O 8.929 -25.399 -21.813 -0.24
O 5.248 -20.058 -25.360 -0.21
O 9.125 -19.344 -20.202 -0.18
O 4.542 -23.359 -23.078 -0.18
O 9.367 -17.003 -16.479 -0.21
O 14.375 -19.996 -18.859 -0.18
O 9.751 -12.235 -22.317 -0.20
O 1.724 -17.758 -18.985 -0.20
O 5.970 -15.829 -24.207 -0.20
O 0.978 -14.282 -24.517 -0.18
O 12.793 -13.843 -20.674 -0.19
O 7.886 -17.078 -27.779 -0.17
N 9.144 -19.548 -23.077 0.07
N 16.352 -19.149 -21.760 0.05
N 7.706 -12.814 -25.273 0.04
N 16.217 -14.236 -22.030 0.03
N 3.528 -14.670 -23.143 -0.06
N 10.935 -28.142 -23.475 0.03
N 3.944 -20.653 -19.178 0.04
N 5.982 -25.880 -21.400 0.03
N 12.046 -16.496 -15.869 0.04
N 7.659 -19.982 -27.150 -0.05
C 7.464 -20.634 -25.832 -0.20
C 11.523 -16.257 -17.216 -0.44
C 11.963 -17.368 -18.147 -0.07
C 6.042 -21.159 -25.735 -0.22
C 8.013 -16.768 -16.224 -0.12
C 9.949 -24.569 -21.329 -0.11
C 3.132 -19.072 -20.955 -0.07
C 3.863 -20.311 -25.358 -0.10
C 8.408 -13.166 -24.010 -0.41
C 10.744 -17.646 -22.995 -0.05
C 9.379 -18.204 -20.988 -0.21
C 3.545 -19.249 -19.497 -0.40
C 4.809 -14.551 -22.488 -0.19
C 13.930 -19.209 -21.680 -0.06
C 6.236 -23.926 -19.877 -0.04
C 10.133 -25.982 -24.520 -0.06
C 2.361 -18.934 -18.570 -0.22
C 10.052 -18.751 -22.228 -0.43
C 1.096 -14.451 -23.125 -0.24
C 10.530 -26.707 -23.223 -0.43
C 8.913 -19.155 -27.187 -0.18
C 9.609 -11.267 -21.280 -0.09
C 8.094 -15.686 -27.755 -0.11
C 15.229 -19.157 -20.865 -0.47
C 8.678 -17.718 -26.798 -0.25
C 13.867 -14.489 -21.369 -0.22
C 8.362 -19.033 -19.074 -0.11
C 9.258 -14.390 -24.379 -0.04
C 10.016 -15.998 -17.254 -0.20
C 15.271 -20.238 -19.878 -0.28
C 5.662 -15.777 -22.827 -0.24
C 5.754 -23.557 -22.414 -0.22
C 2.437 -13.915 -22.640 -0.23
C 6.061 -17.182 -24.679 -0.07
C 5.567 -24.415 -21.173 -0.38
C 3.638 -22.498 -22.472 -0.12
C 14.039 -21.151 -18.083 -0.08
C 15.005 -13.538 -21.470 -0.43
C 14.665 -12.339 -22.320 -0.06
C 0.651 -17.482 -18.182 -0.14
C 9.071 -11.928 -23.506 -0.23
C 11.589 -14.572 -20.783 -0.11
C -0.348 -14.409 -24.955 -0.13
C 9.382 -26.695 -22.230 -0.19
H 11.785 -17.237 -19.218 0.04
H 8.504 -18.879 -23.513 0.03
H 11.191 -17.992 -23.929 0.08
H 6.312 -22.617 -22.211 0.13
H 3.585 -14.786 -24.138 0.12
H 16.096 -14.459 -23.014 0.07
H 13.020 -17.589 -17.989 0.08
H 13.324 -20.853 -17.321 0.08
H 8.811 -18.229 -18.468 0.06
H 8.673 -15.272 -24.107 0.06
H 15.083 -18.198 -20.331 0.14
H 17.225 -19.219 -21.242 0.07
H 3.394 -19.488 -24.824 0.08
H 9.191 -15.558 -27.810 0.09
H 9.990 -17.436 -20.495 0.10
H 8.277 -11.167 -23.406 0.12
H 11.680 -15.612 -20.422 0.06
H 9.678 -17.255 -26.689 0.12
H 13.839 -20.192 -22.156 0.09
H 4.693 -14.649 -21.406 0.12
H 4.341 -18.531 -19.271 0.13
H 13.041 -18.954 -21.104 0.06
H 0.316 -13.859 -22.622 0.12
H 6.285 -17.043 -25.739 0.08
H 11.434 -26.208 -22.867 0.12
H 2.693 -18.772 -17.542 0.13
H 7.332 -17.370 -16.828 0.08
H 2.582 -18.125 -21.083 0.07
H 13.480 -14.913 -22.303 0.13
H -0.413 -14.061 -25.992 0.09
H 7.642 -19.899 -25.039 0.07
H 5.748 -21.730 -26.634 0.13
H 5.086 -17.662 -24.656 0.08
H 3.393 -21.319 -19.708 0.05
H 10.987 -25.934 -25.200 0.08
H 14.096 -12.650 -23.208 0.08
H 16.338 -20.318 -19.523 0.13
H 8.516 -27.118 -22.756 0.13
H 9.916 -24.923 -24.308 0.08
H 7.083 -12.016 -25.203 0.07
H 7.837 -15.159 -26.827 0.05
H 16.402 -15.086 -21.510 0.05
H 15.252 -21.281 -20.259 0.14
H 5.908 -25.988 -22.423 0.06
H 3.573 -21.288 -24.959 0.07
H 8.274 -19.884 -18.405 0.10
H 7.820 -16.895 -15.151 0.09
H 9.597 -16.044 -18.276 0.12
H 7.717 -15.711 -16.353 0.09
H 7.315 -23.805 -20.034 0.06
H 1.689 -19.800 -18.694 0.13
H 6.654 -15.597 -22.347 0.11
H 10.782 -19.496 -21.908 0.13
H 7.210 -13.614 -25.636 0.04
H 2.660 -22.603 -22.924 0.10
H 10.187 -10.365 -21.513 0.09
H 14.935 -21.663 -17.696 0.09
H -0.700 -15.454 -24.998 0.09
H 5.955 -22.867 -19.761 0.06
H 10.432 -25.080 -20.467 0.10
H 15.552 -11.842 -22.719 0.08
H 11.832 -28.096 -23.949 0.06
H 12.073 -15.385 -17.595 0.14
H 5.324 -16.716 -22.379 0.11
H 9.581 -14.449 -25.413 0.07
H 11.542 -17.162 -22.433 0.06
H 0.987 -17.128 -17.190 0.09
H 3.922 -21.446 -22.694 0.07
H 3.875 -19.104 -21.747 0.06
H 14.075 -11.593 -21.794 0.08
H 8.583 -20.143 -22.469 0.07
H 4.496 -24.521 -20.952 0.13
H 8.209 -17.634 -25.811 0.09
H 2.390 -13.835 -21.555 0.12
H 6.866 -17.694 -24.151 0.07
H 9.660 -19.553 -26.482 0.11
H 7.659 -15.144 -28.590 0.09
H 3.486 -20.308 -26.393 0.09
H 8.314 -21.316 -25.817 0.12
H 11.466 -17.252 -15.473 0.08
H 9.602 -27.311 -21.348 0.13
H 10.174 -14.391 -23.773 0.06
H 0.052 -18.384 -18.039 0.09
H 7.009 -25.936 -21.320 0.03
H 6.405 -24.079 -23.121 0.12
H 16.445 -18.371 -22.390 0.07
H 7.697 -13.480 -23.224 0.12
H 11.237 -14.540 -21.819 0.07
H 11.683 -15.724 -15.288 0.08
H 10.007 -11.749 -20.390 0.08
H 14.164 -15.293 -20.672 0.13
H -1.076 -13.813 -24.387 0.09
H 7.343 -18.711 -19.351 0.09
H 13.951 -18.499 -22.517 0.07
H 0.996 -15.516 -22.869 0.13
H 5.437 -13.699 -22.804 0.11
H 2.296 -19.761 -21.168 0.09
H 0.088 -16.639 -18.573 0.09
H 3.700 -22.506 -21.382 0.06
H 8.421 -17.721 -21.261 0.13
H 4.897 -20.810 -19.509 0.05
H 10.885 -14.093 -20.101 0.08
H 8.555 -11.017 -21.119 0.09
H 6.912 -19.311 -27.337 0.10
H 9.965 -16.910 -23.232 0.06
H 15.350 -13.189 -20.492 0.14
H 9.337 -19.353 -28.176 0.12
H 9.533 -23.661 -20.917 0.08
H 5.993 -24.591 -19.064 0.08
H 9.249 -26.408 -24.994 0.08
H 9.825 -14.966 -16.909 0.13
H 10.272 -28.593 -24.098 0.07
H 10.759 -24.386 -22.037 0.08
H 11.424 -18.318 -17.978 0.09
H 5.941 -21.961 -24.976 0.11
H 2.476 -12.871 -23.022 0.12
H 9.805 -11.442 -24.164 0.14
H 13.513 -21.933 -18.678 0.09

Number 1: energy -3276.7768 hartree. Number 2: energy -3197.3176 hartree.